No. 1
# C5H8NO2

An isolated molecule of C5H8NO2 at a distorted geometry (the ωB97M-V functional and the def2-TZVPD basis, OMol25).

Each line ends with the Mulliken spin population.
Atoms and positions in Å:
1 N -0.11 -0.98 0.67  0.268
2 C -0.94 -1.28 -0.46  0.007
3 C -1.04 0.07 -1.15  0.014
4 C 0.23 0.81 -0.72  -0.022
5 C 0.81 0.02 0.45  0.234
6 C 1.17 1.02 1.80  0.013
7 O 1.21 0.37 2.82  0.224
8 O 1.38 2.16 1.43  0.232
9 H 0.11 -1.72 1.32  -0.013
10 H -0.45 -1.95 -1.16  0.006
11 H -1.93 -1.66 -0.22  0.001
12 H -1.92 0.60 -0.76  -0.002
13 H -1.28 0.04 -2.20  -0.001
14 H 0.04 1.85 -0.46  0.006
15 H 0.90 0.97 -1.57  0.008
16 H 1.82 -0.34 0.22  0.025

Computed properties:
Largest force on an atom ... 0.04221 Eh/bohr
⟨S²⟩ ... 0.756
Multiplicity ... 2
ΔE to the lowest compared entry with this formula, charge and spin ... 0.00 kcal per mole

No. 2
# C5H8NO2

A cluster of 2 separate species, C5H8NO2 in total at a distorted geometry (the ωB97M-V functional and the def2-TZVPD basis, OMol25).

Each line ends with the Mulliken spin population.
Atoms and positions in Å:
1 C 0.55 0.68 -0.16  -0.012
2 C -0.77 0.00 -0.78  0.019
3 C -1.63 -0.49 0.21  0.003
4 C -3.04 -0.43 0.22  0.000
5 N 1.69 -0.26 -0.43  0.290
6 C 3.00 0.09 0.27  -0.051
7 O 3.25 1.27 0.36  0.015
8 O 3.58 -0.93 0.71  0.731
9 H 0.84 1.67 -0.58  0.000
10 H 0.24 0.80 0.90  0.015
11 H -0.22 -0.73 -1.39  -0.003
12 H -1.18 0.75 -1.44  0.000
13 H -1.28 -1.15 0.99  -0.001
14 H -3.32 -1.22 0.92  0.000
15 H -3.06 1.14 0.33  0.000
16 H 1.34 -1.19 -0.12  -0.007

Computed properties:
Largest force on an atom ... 0.11518 Eh/bohr
⟨S²⟩ ... 0.760
Multiplicity ... 2
ΔE to the lowest compared entry with this formula, charge and spin ... 121.94 kcal per mole

No. 3
# C5H8NO2

An isolated molecule of C5H8NO2 at a distorted geometry (the ωB97M-V functional and the def2-TZVPD basis, OMol25).

Each line ends with the Mulliken spin population.
Atoms and positions in Å:
1 C 0.15 -0.60 0.38  -0.018
2 C -0.16 0.52 -0.58  0.004
3 C 0.98 1.50 -0.46  0.000
4 C 0.79 2.64 -1.13  0.001
5 N -0.75 -1.69 0.29  0.340
6 C -0.93 -2.62 1.34  -0.051
7 O -0.04 -2.75 2.18  0.073
8 O -2.09 -3.07 1.34  0.617
9 H 1.26 -0.82 0.34  0.027
10 H 0.06 -0.24 1.50  0.028
11 H -1.16 0.92 -0.27  0.000
12 H -0.22 0.27 -1.66  -0.002
13 H 1.85 1.34 0.19  0.000
14 H 1.57 3.37 -1.14  0.000
15 H -0.02 2.95 -1.77  0.000
16 H -1.31 -1.71 -0.54  -0.016

Computed properties:
Largest force on an atom ... 0.06227 Eh/bohr
⟨S²⟩ ... 0.762
Multiplicity ... 2
ΔE to the lowest compared entry with this formula, charge and spin ... 30.39 kcal per mole

No. 4
# C5H8NO2PS

An isolated molecule of C5H8NO2PS at a distorted geometry (the ωB97M-V functional and the def2-TZVPD basis, OMol25).

Each line ends with the Mulliken spin population.
Atoms and positions in Å:
1 C -0.99 -2.40 -0.49  0.008
2 C -1.21 1.38 -0.57  1.356
3 C -1.53 -2.08 0.69  -0.006
4 C 1.82 0.65 0.18  0.048
5 C 1.37 2.21 0.23  0.067
6 N -3.12 -0.45 0.03  0.406
7 O -2.30 -1.01 0.96  0.025
8 O 3.07 0.59 -0.44  -0.001
9 P -2.86 0.89 -0.84  -0.129
10 S -0.55 2.25 0.73  0.243
11 H -1.00 -1.75 -1.30  0.006
12 H -0.43 -3.32 -0.63  -0.001
13 H -1.58 -2.61 1.57  0.000
14 H 1.11 0.14 -0.51  -0.012
15 H 1.87 0.45 1.26  -0.006
16 H 1.42 2.44 -0.83  -0.009
17 H 1.95 2.76 0.97  0.002
18 H 2.97 -0.14 -1.04  0.003

Computed properties:
Largest force on an atom ... 0.06222 Eh/bohr
⟨S²⟩ ... 2.058
Multiplicity ... 3
Calculated total energy ... -31015.781 eV

No. 5
# C5H8NO2S3

A cluster of 2 separate species, C5H8NO2S3 in total at a distorted geometry (the ωB97M-V functional and the def2-TZVPD basis, OMol25).

Each line ends with the natural charge from an NBO analysis.
Atoms and positions in Å:
1 C -0.26 -2.49 0.09  -0.287
2 C 1.05 0.66 -0.08  -0.463
3 C 0.39 1.53 0.88  -0.510
4 C -0.75 1.46 -1.47  -0.542
5 C -0.12 0.14 -1.08  -0.096
6 N -1.10 -0.61 -0.50  -0.680
7 O 1.20 -1.71 1.71  -0.996
8 O -1.16 -2.13 2.53  -1.007
9 S 0.55 -3.12 -1.12  0.018
10 S -0.59 2.68 -0.16  0.124
11 S 0.05 -2.69 1.91  1.526
12 H 1.75 1.35 -0.64  0.181
13 H 1.46 -0.21 0.37  0.274
14 H -0.22 0.94 1.60  0.222
15 H 1.05 2.15 1.53  0.217
16 H -0.29 1.95 -2.41  0.204
17 H -1.81 1.16 -1.65  0.234
18 H 0.19 -0.44 -1.96  0.208
19 H -1.39 -0.61 0.43  0.373

Computed properties:
Total charge ... -1
Largest force on an atom ... 0.10661 Eh/bohr
ΔE to the lowest compared entry with this formula, charge and spin ... 62.71 kcal per mole

No. 6
# C5H8NO3

A cluster of 2 separate species, C5H8NO3 in total at a distorted geometry (the ωB97M-V functional and the def2-TZVPD basis, OMol25).

Each line ends with the natural charge from an NBO analysis.
Atoms and positions in Å:
1 C -1.95 0.41 0.50  -0.526
2 C -2.30 -0.92 0.36  0.349
3 C -0.84 0.85 -0.25  0.024
4 C 2.15 -1.81 -0.49  -0.102
5 C 2.13 -0.49 0.05  0.818
6 N -0.36 2.10 -0.18  -0.773
7 O -1.51 -1.74 -0.25  -0.633
8 O 2.12 -1.47 0.93  -0.332
9 O 2.55 0.72 -0.15  -0.536
10 H -2.51 1.24 1.01  0.223
11 H -3.18 -1.48 0.72  0.221
12 H 1.17 -2.22 -0.71  0.232
13 H 3.01 -2.20 -0.77  0.228
14 H -0.71 -1.39 -0.61  0.490
15 H -0.69 2.82 0.49  0.380
16 H 0.44 2.38 -0.72  0.393
17 H 2.43 1.29 0.63  0.543

Computed properties:
Total charge ... +1
Largest force on an atom ... 0.09801 Eh/bohr
ΔE to the lowest compared entry with this formula, charge and spin ... 109.86 kcal per mole

No. 7
# C5H8NO3S

A cluster of 2 separate species, C5H8NO3S in total at a distorted geometry (the ωB97M-V functional and the def2-TZVPD basis, OMol25).

Each line ends with the natural charge from an NBO analysis.
Atoms and positions in Å:
1 C 1.31 -2.93 0.64  0.774
2 C -1.40 0.64 -1.06  -0.431
3 C -0.42 0.87 -2.14  -0.418
4 C 0.04 0.26 -0.81  -0.479
5 C -0.13 0.90 1.88  -0.813
6 N 1.00 -1.86 1.18  -0.497
7 O 1.25 -3.70 -0.25  -0.702
8 O 1.95 -2.84 1.85  -0.535
9 O 0.79 2.53 0.13  -1.051
10 S 1.01 1.11 0.44  1.306
11 H -1.95 1.39 -0.51  0.221
12 H -2.01 -0.29 -1.25  0.203
13 H -0.52 0.40 -3.11  0.213
14 H -0.30 1.97 -2.38  0.224
15 H 0.36 -0.87 -0.81  0.285
16 H 0.33 1.24 2.72  0.211
17 H -0.98 1.45 1.55  0.207
18 H -0.33 -0.26 1.94  0.281

Computed properties:
Total charge ... -1
Largest force on an atom ... 0.10712 Eh/bohr
ΔE to the lowest compared entry with this formula, charge and spin ... 91.55 kcal per mole

No. 8
# C5H8NO4S

A structure of composition C5H8NO4S at a distorted geometry (the ωB97M-V functional and the def2-TZVPD basis, OMol25).

Each line ends with the natural charge from an NBO analysis.
Atoms and positions in Å:
1 C 0.28 0.68 -2.49  0.874
2 C -0.46 0.09 -0.07  -0.057
3 C 0.47 -0.46 1.02  0.097
4 C -1.63 -0.87 -0.44  -0.616
5 C 0.01 0.04 2.35  -0.622
6 N 0.42 0.25 -1.17  -0.723
7 O 1.48 0.77 -2.95  -0.730
8 O -0.72 1.01 -3.09  -0.699
9 O 2.66 1.65 -0.78  -0.965
10 O 1.80 -0.10 0.71  -0.778
11 S 2.11 0.31 -1.08  1.662
12 H -0.88 1.08 0.29  0.177
13 H 0.44 -1.55 1.10  0.141
14 H -1.18 -1.83 -0.67  0.202
15 H -2.24 -0.67 -1.36  0.237
16 H -2.36 -1.00 0.43  0.191
17 H 0.66 -0.26 3.20  0.204
18 H -1.01 -0.26 2.59  0.197
19 H 0.15 1.11 2.40  0.209

Computed properties:
Total charge ... -1
Largest force on an atom ... 0.04510 Eh/bohr
ΔE to the lowest compared entry with this formula, charge and spin ... 0.00 kcal per mole

No. 9
# C5H8NS

The ion C5H8NS with charge +1 at a distorted geometry (the ωB97M-V functional and the def2-TZVPD basis, OMol25).

Each line ends with the natural charge from an NBO analysis.
Atoms and positions in Å:
1 C 2.34 -0.87 -0.17  -0.335
2 C 1.24 -1.52 0.12  0.221
3 C 2.37 0.55 -0.23  -0.442
4 C -2.21 0.68 -0.49  -0.613
5 C -1.40 0.12 0.68  -0.247
6 N 0.00 0.15 0.41  -0.634
7 S 0.96 1.36 0.09  1.052
8 H 3.26 -1.41 -0.38  0.314
9 H 0.70 -2.41 0.30  0.258
10 H 3.26 1.11 -0.47  0.288
11 H -1.88 1.69 -0.73  0.210
12 H -3.26 0.71 -0.21  0.245
13 H -2.11 0.05 -1.37  0.224
14 H -1.68 -0.92 0.88  0.234
15 H -1.59 0.70 1.58  0.225

Computed properties:
Total charge ... +1
Largest force on an atom ... 0.10028 Eh/bohr
ΔE to the lowest compared entry with this formula, charge and spin ... 81.07 kcal per mole

No. 10
# C5H8O

An isolated molecule of C5H8O (the ωB97M-V functional and the def2-TZVPD basis, OMol25).

Each line ends with the natural charge from an NBO analysis.
Atoms and positions in Å:
1 C -1.60 -0.19 -0.90  -0.637
2 C -0.35 -0.33 -0.08  0.019
3 C 0.59 0.86 -0.13  -0.552
4 C 1.78 0.85 0.80  0.451
5 O 1.77 0.48 1.95  -0.513
6 C -0.09 -1.44 0.61  -0.393
7 H -2.19 0.67 -0.57  0.213
8 H -2.23 -1.09 -0.81  0.220
9 H -1.38 -0.04 -1.97  0.212
10 H 0.79 -1.56 1.23  0.214
11 H 0.02 1.78 0.11  0.242
12 H 0.95 1.01 -1.16  0.222
13 H 2.72 1.26 0.37  0.106
14 H -0.78 -2.28 0.56  0.195

Computed properties:
Largest force on an atom ... 0.01032 Eh/bohr
ΔE to the lowest compared entry with this formula, charge and spin ... 25.14 kcal per mole

No. 11
# C5H8O

A structure of composition C5H8O (the ωB97M-V functional and the def2-TZVPD basis, OMol25).

Each line ends with the natural charge from an NBO analysis.
Atoms and positions in Å:
1 C 1.37 1.01 0.00  -0.725
2 C 0.48 -0.63 -0.43  -0.226
3 C -0.09 -1.42 0.63  -0.538
4 C -1.00 -0.65 -0.28  -0.374
5 C -1.76 0.48 0.32  0.438
6 O -2.81 0.91 -0.11  -0.526
7 H 1.39 1.40 1.02  0.253
8 H 2.37 0.91 -0.42  0.233
9 H 0.72 1.65 -0.61  0.257
10 H 1.05 -0.83 -1.33  0.238
11 H 1.02 -0.12 0.55  0.431
12 H 0.04 -2.50 0.57  0.213
13 H -1.49 -1.09 -1.16  0.225
14 H -1.29 0.88 1.25  0.101

Computed properties:
Largest force on an atom ... 0.00967 Eh/bohr
ΔE to the lowest compared entry with this formula, charge and spin ... 150.20 kcal per mole

No. 12
# C5H8O

An isolated molecule of C5H8O at a distorted geometry (the ωB97M-V functional and the def2-TZVPD basis, OMol25).

Each line ends with the natural charge from an NBO analysis.
Atoms and positions in Å:
1 C -1.26 -1.01 -0.42  -0.630
2 C -0.57 0.33 -0.69  -0.279
3 C -0.06 1.23 0.55  -0.378
4 C 0.87 0.52 -0.35  -0.347
5 C 1.60 -0.57 0.37  0.446
6 O 2.76 -0.82 0.17  -0.516
7 H -1.12 -1.34 0.61  0.197
8 H -2.33 -0.94 -0.61  0.223
9 H -0.89 -1.83 -1.07  0.223
10 H -1.16 1.23 -0.70  0.278
11 H -0.34 0.88 1.52  0.216
12 H -0.04 2.33 0.44  0.222
13 H 1.51 1.10 -0.99  0.235
14 H 1.03 -1.11 1.16  0.108

Computed properties:
Largest force on an atom ... 0.05612 Eh/bohr
ΔE to the lowest compared entry with this formula, charge and spin ... 68.71 kcal per mole

> Which of these has the lowest largest force on an atom?

number 11